The following is a quantum chemistry calculation of C2H9N3O as an isolated structure at a distorted geometry, from OMol25.

Properties
* LUMO level (spin up / spin down): 0.9 / 0.9 eV
* E: -8731.599 eV
* gap between HOMO and LUMO (spin up / spin down): 0.347 / 0.347 hartree

Geometry (Å):
C (-1.73253, -0.05742, 0.23323)
N (0.43220, 1.38551, 1.14804)
O (-0.65666, 1.41023, 0.36659)
H (0.34155, 1.87093, 2.03422)
H (1.30098, 1.56937, 0.65653)
H (-2.05044, -0.18034, 1.26709)
H (-1.80280, -1.05192, -0.19078)
H (-2.38968, 0.60608, -0.31895)
C (0.89248, -0.66315, -1.54289)
N (0.48454, -1.15415, -0.23394)
N (1.28540, -0.85378, 0.68194)
H (0.94502, -1.27479, 1.55625)
H (0.45348, 0.31990, -1.72447)
H (1.97917, -0.57975, -1.62682)
H (0.51728, -1.34673, -2.30604)



The following is a quantum chemistry calculation of a 2-piece molecular cluster, C24H43FN2O7PS overall at a distorted geometry, from OMol25.

Properties
* LUMO level: -3.6 eV
* net charge: +1
* E: -65716.379 eV
* gap between HOMO and LUMO: 0.275 hartree

Geometry (Å):
C (1.35321, 3.80447, -1.32186)
C (2.16409, 3.46285, 0.10065)
O (1.64788, 2.16913, 0.57389)
C (1.73475, 2.02698, 2.03384)
C (0.40879, 1.25891, 2.70629)
C (-0.08760, -0.04856, 1.85106)
C (0.05598, -1.36462, 2.87505)
C (1.63952, -1.77212, 2.84376)
C (2.35522, -2.79543, 1.80432)
C (3.92626, -3.08924, 1.93095)
N (4.97216, -2.56344, 2.84774)
C (4.27466, -1.64027, 3.78115)
C (2.73660, -1.19178, 3.90312)
C (-1.00452, -2.56635, 2.57590)
C (-0.53663, -4.06794, 3.06809)
C (-1.72425, -4.83989, 3.95875)
C (-3.19560, -4.82775, 3.24516)
C (-3.33865, -5.91154, 1.99742)
O (-4.70903, -5.73031, 1.41327)
C (-4.63426, -5.05562, 0.10779)
O (-5.56219, -4.17816, -0.36333)
N (-1.49486, -2.69232, 1.15925)
C (-1.94790, -1.37391, 0.50624)
P (-1.27095, -1.49738, -1.26360)
C (-1.57006, 0.07398, -2.32902)
O (0.50558, -1.57775, -1.18497)
C (-1.64679, -0.04070, 1.37070)
S (-2.29964, 1.57927, 0.69779)
O (-1.29779, 2.41810, -0.12012)
O (-2.76658, 2.51436, 1.88419)
F (-3.79293, 1.23947, -0.14963)
H (0.42043, 4.52071, -1.11763)
H (0.93335, 2.81683, -1.82832)
H (2.03488, 4.32261, -2.12164)
H (1.95288, 4.37263, 0.80514)
H (3.28950, 3.35603, -0.20576)
H (2.68421, 1.34452, 2.26218)
H (1.94667, 3.05401, 2.55642)
H (-0.38981, 2.09985, 2.84507)
H (0.77273, 0.97682, 3.80846)
H (0.71014, -0.22455, 1.01573)
H (-0.18221, -0.96800, 3.97504)
H (1.70823, -3.31629, 0.97009)
H (4.34517, -3.87943, 1.13582)
H (5.00163, -1.12843, 4.58017)
H (2.39331, -0.45064, 4.74926)
H (-1.96950, -2.31378, 3.23370)
H (-0.32330, -4.68603, 2.07577)
H (0.41723, -4.09147, 3.74324)
H (-1.71842, -4.43704, 5.07827)
H (-1.36450, -5.97692, 4.00399)
H (-4.02908, -5.10527, 4.03885)
H (-3.51966, -3.78435, 2.79905)
H (-2.48735, -5.81240, 1.19355)
H (-3.33651, -7.01621, 2.42345)
H (-3.75130, -5.29778, -0.65133)
H (-2.28899, -3.38249, 1.04730)
H (-0.69012, -3.10364, 0.60247)
H (-3.13511, -1.48243, 0.42747)
H (-2.66819, 0.47656, -2.30302)
H (-1.39762, -0.28719, -3.45701)
H (-0.74008, 0.88095, -2.14022)
H (0.77933, -2.52700, -1.34696)
H (-2.28406, -0.15172, 2.38055)
C (0.95981, 7.07643, -5.69481)
C (2.15036, 6.21786, -5.30013)
O (1.78306, 4.94433, -4.77574)
C (1.03752, 4.09244, -5.64237)
C (1.76889, 3.75002, -6.92926)
H (0.29489, 7.22792, -4.83529)
H (1.29656, 8.05352, -6.05673)
H (0.36772, 6.61327, -6.48657)
H (2.70805, 6.73306, -4.51153)
H (2.84385, 6.09620, -6.13762)
H (0.05617, 4.53147, -5.84998)
H (0.84867, 3.16625, -5.08711)
H (1.97797, 4.63821, -7.53014)
H (1.16913, 3.06665, -7.53768)
H (2.72900, 3.27149, -6.70801)



The following is a quantum chemistry calculation of an isolated molecule of C20H19ClN2O2, from OMol25.

Properties
* SMILES: O=C1C(Cl)=C(NCCc2ccccc2)C(=O)N1CCc1ccccc1
* LUMO level: 0.0 eV
* E: -40647.338 eV
* gap between HOMO and LUMO: 0.309 hartree

Geometry (Å):
O (4.49471, 1.36382, -0.50309)
C (3.40949, 1.24371, 0.00363)
N (3.03960, 0.14663, 0.81406)
C (1.73704, 0.24118, 1.20396)
O (1.11209, -0.52165, 1.90007)
C (1.21152, 1.52807, 0.62585)
C (2.23209, 2.10372, -0.05894)
Cl (2.25419, 3.58639, -0.93173)
N (-0.06059, 1.84627, 0.87195)
H (-0.59907, 1.11351, 1.32040)
C (-0.79351, 2.90808, 0.22612)
H (-0.74291, 2.78716, -0.86278)
H (-0.33240, 3.86731, 0.48028)
C (-2.25293, 2.87593, 0.68552)
C (-2.89530, 1.56841, 0.30801)
C (-3.31753, 1.34819, -0.99754)
C (-3.87414, 0.13640, -1.36335)
C (-4.01228, -0.87496, -0.42697)
C (-3.58968, -0.66840, 0.87442)
C (-3.03333, 0.54589, 1.23833)
H (-2.72223, 0.70249, 2.26238)
H (-3.69082, -1.45311, 1.60912)
H (-4.45350, -1.81915, -0.71115)
H (-4.20274, -0.01982, -2.38040)
H (-3.21553, 2.13661, -1.72992)
H (-2.29114, 3.01582, 1.76717)
H (-2.78221, 3.70460, 0.21277)
C (3.80969, -1.07358, 0.88831)
H (3.46511, -1.61820, 1.76967)
H (4.86332, -0.80877, 0.99462)
C (3.59056, -1.91526, -0.38439)
C (2.11520, -2.07867, -0.61576)
C (1.42158, -1.14792, -1.38080)
C (0.04321, -1.20952, -1.48836)
C (-0.65752, -2.20909, -0.83767)
C (0.02663, -3.15180, -0.08960)
C (1.40296, -3.08432, 0.02370)
H (1.93083, -3.81162, 0.62354)
H (-0.51623, -3.93570, 0.41742)
H (-1.73369, -2.24846, -0.91228)
H (-0.48652, -0.47169, -2.07406)
H (1.96640, -0.36648, -1.89348)
H (4.07699, -2.88198, -0.25113)
H (4.05260, -1.39999, -1.22793)